[1]
{"formula": "C25H72O11", "method": "the ωB97M-V functional and the def2-TZVPD basis", "species": ["C", "C", "C", "O", "H", "H", "H", "H", "H", "H", "H", "H", "C", "C", "C", "O", "H", "H", "H", "H", "H", "H", "H", "H", "C", "C", "C", "O", "H", "H", "H", "H", "H", "H", "H", "H", "C", "C", "C", "O", "H", "H", "H", "H", "H", "H", "H", "H", "C", "C", "C", "O", "H", "H", "H", "H", "H", "H", "H", "H", "C", "C", "C", "O", "H", "H", "H", "H", "H", "H", "H", "H", "C", "C", "C", "O", "H", "H", "H", "H", "H", "H", "H", "H", "C", "O", "H", "H", "H", "H", "C", "O", "H", "H", "H", "H", "C", "O", "H", "H", "H", "H", "C", "O", "H", "H", "H", "H"], "positions_angstrom": [[-2.5364, 2.8262, -3.7414], [-3.8514, 2.9172, -2.9374], [-4.4404, 1.5362, -2.6234], [-3.7924, 3.6262, -1.8904], [-2.5254, 3.5582, -4.5814], [-2.4554, 1.8812, -4.1254], [-1.5984, 3.1352, -3.2194], [-4.6154, 3.4152, -3.5714], [-3.9504, 1.0182, -1.7754], [-4.4214, 0.9032, -3.4884], [-5.5164, 1.5332, -2.4564], [-4.6984, 3.8602, -1.7464], [-0.4584, -0.0018, -2.6354], [-0.1374, -0.7538, -1.3364], [-1.2464, -1.7138, -0.7874], [0.8406, -1.5448, -1.5004], [0.3906, 0.5952, -2.9284], [-1.4124, 0.5722, -2.5344], [-0.6024, -0.7718, -3.4534], [0.1226, -0.0318, -0.5294], [-2.2234, -1.2408, -0.7974], [-1.0424, -2.1628, 0.1946], [-1.4594, -2.5838, -1.4494], [1.1196, -1.7788, -0.6074], [0.6176, 2.8812, -1.5464], [0.5086, 4.3202, -1.0914], [0.6926, 4.4182, 0.4036], [1.4216, 5.0472, -1.4984], [0.0206, 2.3742, -0.7854], [1.5976, 2.4962, -1.4194], [0.2256, 2.7142, -2.5804], [-0.4724, 4.6982, -1.3704], [-0.0324, 3.8942, 0.9536], [0.6056, 5.4862, 0.8176], [1.6696, 4.1182, 0.6706], [1.2236, 5.3142, -2.3634], [-2.6224, -2.0088, 3.1736], [-2.2384, -0.5358, 3.4726], [-0.9224, -0.2228, 2.7946], [-2.9934, 0.3722, 3.0836], [-2.9354, -1.9708, 2.1216], [-3.5434, -2.2528, 3.6786], [-1.7614, -2.6228, 3.3946], [-2.0924, -0.4208, 4.5646], [-0.8974, -0.5468, 1.7736], [-0.2164, -0.8568, 3.3186], [-0.6224, 0.8252, 2.8846], [-3.5104, 0.0992, 2.3066], [3.7036, -0.1178, -1.8654], [4.6236, -0.6568, -0.8054], [5.4616, -1.8128, -1.3284], [5.3756, 0.1612, -0.1854], [3.1356, -0.8998, -2.3974], [4.3126, 0.3152, -2.6534], [3.1076, 0.6542, -1.4754], [3.8656, -1.0298, -0.0604], [5.8196, -2.4028, -0.5084], [6.3366, -1.4488, -1.8944], [4.8466, -2.4688, -2.0024], [5.8296, 0.7202, -0.8064], [2.0246, 1.0752, 0.9866], [2.7956, 0.8652, 2.2416], [3.0936, 2.2372, 2.8316], [2.2326, 0.0792, 2.9916], [1.0226, 1.4112, 1.1686], [2.0426, 0.1582, 0.3706], [2.5086, 1.8092, 0.3956], [3.8056, 0.4732, 1.9466], [3.8506, 2.8072, 2.2506], [3.3986, 2.1572, 3.8696], [2.2286, 2.8232, 2.9776], [2.0306, -0.7658, 2.5516], [-0.3424, -4.5078, 1.9896], [-0.3694, -5.3788, 3.2766], [-0.8574, -6.8078, 2.8856], [0.7826, -5.4738, 3.8436], [-0.0064, -3.5048, 2.0976], [-1.3494, -4.4178, 1.4396], [0.3466, -5.0288, 1.3616], [-1.0334, -4.9178, 3.9756], [-1.0554, -7.3828, 3.7506], [-0.2864, -7.2158, 2.0966], [-1.8664, -6.8018, 2.4326], [0.8216, -6.0618, 4.6286], [-2.3454, 2.0532, 0.3676], [-3.6624, 2.0762, 0.8846], [-2.2654, 1.1242, -0.1244], [-1.5604, 2.2562, 1.1576], [-2.1894, 2.7822, -0.4264], [-3.8194, 2.9962, 1.1306], [2.6706, -3.2818, 0.4916], [1.8236, -2.3368, 1.1166], [2.2106, -4.2948, 0.4916], [3.6716, -3.2398, 0.9316], [2.7266, -3.0548, -0.5484], [1.8506, -2.5998, 2.0326], [2.6046, 2.6292, -3.9824], [3.1216, 3.9002, -3.6954], [2.9106, 2.0662, -4.8384], [1.5206, 2.7092, -4.2244], [2.7976, 1.9492, -3.1324], [2.6586, 4.2172, -2.9324], [-5.1664, -1.4798, 0.0286], [-4.3604, -0.5558, 0.7206], [-6.2114, -1.4328, 0.3166], [-4.7844, -2.4718, 0.2196], [-5.0904, -1.3798, -1.0674], [-4.5624, 0.3082, 0.4676]], "lowdin_charge": [-0.013, -0.593, -0.037, 0.012, 0.092, 0.029, 0.067, 0.141, 0.069, 0.070, 0.079, 0.115, -0.014, -0.587, -0.023, -0.025, 0.051, 0.069, 0.108, 0.115, 0.047, 0.055, 0.095, 0.057, -0.048, -0.622, -0.027, 0.041, 0.061, 0.054, 0.058, 0.148, 0.042, 0.121, 0.064, 0.104, -0.009, -0.623, -0.049, 0.011, 0.065, 0.078, 0.055, 0.148, 0.058, 0.070, 0.086, 0.076, -0.051, -0.642, -0.042, 0.036, 0.096, 0.084, 0.030, 0.121, 0.064, 0.088, 0.092, 0.115, -0.053, -0.664, -0.025, 0.045, 0.071, 0.065, 0.062, 0.145, 0.101, 0.077, 0.056, 0.093, -0.041, -0.575, -0.038, -0.003, 0.028, 0.118, 0.057, 0.118, 0.059, 0.065, 0.084, 0.136, -0.145, -0.114, 0.050, 0.095, 0.060, 0.103, -0.115, -0.147, 0.092, 0.100, 0.065, 0.077, -0.179, -0.082, 0.075, 0.080, 0.051, 0.024, -0.130, -0.130, 0.080, 0.076, 0.081, 0.018], "relative_energy_ev": 8.2906, "orbital_gap_ev": 9.09, "homo_energy_ev": -8.68, "total_charge": 0, "e_lumo_ev": 0.41}

---

[2]
{"formula": "C25H75N15O10", "method": "the ωB97M-V functional and the def2-TZVPD basis", "species": ["C", "O", "C", "C", "C", "N", "H", "H", "H", "H", "H", "H", "H", "H", "H", "H", "H", "C", "O", "C", "C", "C", "N", "H", "H", "H", "H", "H", "H", "H", "H", "H", "H", "H", "C", "O", "C", "C", "C", "N", "H", "H", "H", "H", "H", "H", "H", "H", "H", "H", "H", "C", "O", "C", "C", "C", "N", "H", "H", "H", "H", "H", "H", "H", "H", "H", "H", "H", "C", "O", "C", "C", "C", "N", "H", "H", "H", "H", "H", "H", "H", "H", "H", "H", "H", "N", "C", "N", "O", "H", "H", "H", "H", "N", "C", "N", "O", "H", "H", "H", "H", "N", "C", "N", "O", "H", "H", "H", "H", "N", "C", "N", "O", "H", "H", "H", "H", "N", "C", "N", "O", "H", "H", "H", "H"], "positions_angstrom": [[-6.7181, 5.7017, 1.6425], [-6.0255, 4.5036, 2.1143], [-6.9798, 3.5532, 2.4789], [-6.3295, 2.2243, 2.8503], [-7.3899, 1.1597, 3.2460], [-5.3342, 2.2899, 3.9429], [-5.9727, 6.4209, 1.3030], [-7.4017, 6.0905, 2.3972], [-7.2994, 5.5542, 0.7323], [-7.4545, 3.9330, 3.3836], [-7.6520, 3.4918, 1.6231], [-5.7974, 1.8986, 1.9565], [-6.7760, 0.2677, 3.3713], [-8.1713, 1.0238, 2.4984], [-7.8071, 1.3889, 4.2266], [-4.7744, 3.1255, 3.8514], [-5.7961, 2.2562, 4.8405], [-2.5980, 10.1607, -0.9035], [-3.0431, 9.6254, 0.3560], [-3.0206, 8.2848, 0.4459], [-3.0693, 7.9877, 1.9640], [-2.9613, 6.5381, 2.3589], [-4.3097, 8.5218, 2.5356], [-3.3580, 10.0183, -1.6718], [-1.7391, 9.5803, -1.2402], [-2.2308, 11.1697, -0.7156], [-3.8792, 7.8301, -0.0482], [-2.1679, 7.8665, -0.0889], [-2.2225, 8.5786, 2.3129], [-2.0835, 5.9264, 2.1506], [-3.7244, 6.0756, 1.7329], [-3.2824, 6.4199, 3.3938], [-4.9128, 7.7470, 2.7725], [-4.7475, 8.9670, 1.7418], [-2.2550, 8.1380, -3.9651], [-2.3470, 7.1824, -2.8542], [-3.1787, 6.0833, -3.2282], [-4.6199, 6.4903, -3.5861], [-5.4394, 7.3984, -2.5955], [-5.4860, 5.3132, -3.8115], [-1.8499, 9.0577, -3.5430], [-3.1280, 8.3532, -4.5813], [-1.5367, 7.8098, -4.7164], [-2.6079, 5.4841, -3.9375], [-3.1095, 5.5360, -2.2882], [-4.5670, 7.0933, -4.4926], [-5.5181, 7.0340, -1.5713], [-6.4398, 7.6473, -2.9497], [-4.8607, 8.3216, -2.6239], [-5.6478, 4.8919, -2.9080], [-6.3402, 5.7988, -4.0453], [0.3208, 12.3322, -2.6611], [-0.4262, 13.2945, -3.4291], [-1.6603, 13.7586, -2.7880], [-2.3224, 14.8810, -3.6906], [-1.3554, 16.0119, -3.9317], [-3.4830, 15.3453, -3.0328], [-0.2479, 11.4037, -2.6102], [0.6128, 12.7086, -1.6807], [1.2647, 12.3015, -3.2053], [-2.2755, 12.8601, -2.7392], [-1.4509, 14.2363, -1.8309], [-2.7545, 14.4481, -4.5929], [-0.3693, 15.7867, -4.3378], [-1.2548, 16.5162, -2.9707], [-1.8580, 16.7002, -4.6114], [-3.7137, 16.1950, -3.5276], [-3.0729, 15.7322, -2.1948], [-4.6649, 6.0800, 5.8313], [-3.9496, 4.9822, 5.3205], [-2.7083, 4.6519, 5.9253], [-2.7990, 3.4639, 6.8425], [-3.3027, 3.7438, 8.2327], [-1.4750, 2.8508, 6.9460], [-4.0391, 6.9720, 5.8586], [-5.0417, 5.8364, 6.8247], [-5.5107, 6.4039, 5.2248], [-1.9504, 4.5560, 5.1479], [-2.3358, 5.5978, 6.3185], [-3.3834, 2.7146, 6.3085], [-2.4941, 4.2559, 8.7544], [-3.5455, 2.8081, 8.7363], [-4.1348, 4.4468, 8.2715], [-0.7233, 3.5229, 6.8891], [-1.3783, 2.5276, 7.8979], [-1.5036, 11.5482, 1.8103], [-0.2240, 11.5773, 1.9662], [0.3004, 10.5779, 1.3906], [0.4891, 12.4510, 2.3669], [-1.9940, 12.3344, 2.2121], [-2.0151, 10.7899, 1.3818], [1.2704, 10.3773, 1.5880], [-0.2545, 9.8039, 1.0544], [-5.6366, 13.2607, 1.3690], [-5.5645, 12.0242, 1.7136], [-4.5798, 11.7594, 2.5594], [-6.2036, 11.1456, 1.1555], [-6.1333, 13.4559, 0.5115], [-4.8896, 13.8786, 1.6526], [-4.2738, 10.8092, 2.7127], [-3.9577, 12.5328, 2.7466], [1.5473, 6.0895, 0.2794], [0.5949, 6.8176, -0.1559], [-0.1000, 6.1494, -1.0988], [0.5191, 7.9271, 0.3069], [1.5982, 5.0931, 0.1225], [2.2041, 6.6369, 0.8170], [0.3253, 5.3072, -1.4595], [-0.8465, 6.5946, -1.6132], [-4.2211, 9.8760, 5.0392], [-3.0633, 9.8262, 5.7429], [-2.0726, 9.5460, 4.9774], [-2.9497, 9.9309, 6.9648], [-5.0654, 9.9133, 5.5922], [-4.1259, 9.6025, 4.0716], [-1.1591, 9.4840, 5.4037], [-2.3596, 9.4772, 4.0115], [-5.0047, 10.1621, -4.6511], [-6.0919, 10.1055, -5.3830], [-6.1398, 9.0221, -6.1797], [-7.0030, 10.8744, -5.2204], [-4.0907, 9.8566, -4.9535], [-5.1728, 10.6859, -3.8041], [-6.8117, 8.9040, -6.9245], [-5.2433, 8.5570, -6.1899]], "lowdin_charge": [-0.079, -0.195, -0.244, -0.420, -0.059, 0.054, 0.054, 0.093, 0.081, 0.128, 0.123, 0.130, 0.075, 0.075, 0.072, 0.048, 0.063, -0.042, -0.215, -0.232, -0.390, -0.016, 0.067, 0.083, 0.076, 0.083, 0.117, 0.105, 0.109, 0.090, 0.071, 0.069, 0.073, 0.069, -0.065, -0.233, -0.171, -0.396, -0.040, 0.034, 0.080, 0.040, 0.094, 0.129, 0.126, 0.092, 0.065, 0.084, 0.041, 0.067, 0.060, -0.087, -0.222, -0.143, -0.482, -0.060, 0.023, 0.068, 0.086, 0.088, 0.107, 0.121, 0.137, 0.080, 0.083, 0.078, 0.073, 0.062, -0.098, -0.216, -0.201, -0.438, -0.053, 0.027, 0.075, 0.079, 0.084, 0.123, 0.128, 0.129, 0.086, 0.083, 0.066, 0.065, 0.058, 0.186, -0.844, 0.177, 0.050, 0.102, 0.057, 0.126, 0.067, 0.172, -0.767, 0.175, 0.018, 0.128, 0.111, 0.055, 0.093, 0.157, -0.761, 0.184, 0.040, 0.119, 0.132, 0.108, 0.066, 0.144, -0.766, 0.183, -0.002, 0.117, 0.011, 0.134, 0.068, 0.158, -0.763, 0.164, 0.058, 0.083, 0.123, 0.116, 0.084], "relative_energy_ev": 5.8246, "orbital_gap_ev": 9.18, "homo_energy_ev": -9.11, "total_charge": 0, "e_lumo_ev": 0.08}